(a)
Here is one molecule with the formula C20H22N2O6S from the OMol25 dataset. Energies are from ωB97M-V/def2-TZVPD.

Molar mass (g mol⁻¹): 418.47
Frontier orbital gap (eV): 8.292
Structure (SMILES): COc1ccc(OC)c(CNS(=O)(=O)c2cc(-c3cc(C)no3)ccc2OC)c1

Geometry as ORCA input:
```
! RIJCOSX wB97M-V def2-TZVPD def2/J DEFGRID3
* xyz 0 1
C 3.388 -1.777 1.937
O 2.031 -1.637 2.278
C 1.100 -1.796 1.286
C 1.384 -2.062 -0.044
C 0.355 -2.166 -0.968
C -0.969 -1.989 -0.592
O -2.025 -2.055 -1.446
C -1.767 -2.089 -2.832
C -1.260 -1.725 0.756
C -2.669 -1.447 1.205
N -2.677 -0.213 1.976
S -2.521 1.179 1.056
O -2.958 2.270 1.875
O -3.150 1.014 -0.224
C -0.755 1.270 0.787
C -0.275 1.133 -0.490
C 1.100 1.161 -0.731
C 1.612 0.908 -2.060
C 2.868 1.001 -2.609
C 2.699 0.558 -3.944
C 3.729 0.450 -5.005
N 1.450 0.230 -4.153
O 0.769 0.444 -3.002
C 1.957 1.386 0.346
C 1.472 1.523 1.631
C 0.100 1.434 1.880
O -0.476 1.472 3.090
C 0.350 1.544 4.233
C -0.231 -1.650 1.671
H 3.692 -1.035 1.191
H 3.944 -1.611 2.858
H 3.608 -2.781 1.560
H 2.398 -2.188 -0.388
H 0.609 -2.372 -1.996
H -1.316 -3.041 -3.132
H -2.739 -1.986 -3.310
H -1.121 -1.263 -3.142
H -3.317 -1.363 0.326
H -3.030 -2.257 1.845
H -3.465 -0.113 2.597
H -0.983 0.996 -1.292
H 3.772 1.340 -2.151
H 4.528 -0.217 -4.687
H 4.163 1.429 -5.205
H 3.277 0.065 -5.914
H 3.022 1.437 0.178
H 2.167 1.675 2.440
H 0.913 2.481 4.265
H 1.040 0.695 4.274
H -0.329 1.505 5.083
H -0.455 -1.441 2.705
*
```


(b)
Here is one molecule with the formula C20H22N2O6S from the OMol25 dataset. Energies are from ωB97M-V/def2-TZVPD.

Molar mass (g mol⁻¹): 418.47
Frontier orbital gap (eV): 8.337
Structure (SMILES): CCOc1ccc(NS(=O)(=O)c2ccc3c(c2)CCN3C(=O)CCC(=O)O)cc1

Geometry as ORCA input:
```
! RIJCOSX wB97M-V def2-TZVPD def2/J DEFGRID3
* xyz 0 1
C 4.474 -5.806 -1.863
C 3.593 -4.782 -1.164
O 2.383 -5.425 -0.814
C 1.432 -4.721 -0.145
C 0.278 -5.427 0.198
C -0.746 -4.812 0.885
C -0.651 -3.467 1.238
N -1.699 -2.826 1.906
S -1.420 -1.660 3.084
O -2.626 -1.635 3.858
O -0.169 -1.872 3.747
C -1.332 -0.163 2.114
C -0.204 0.631 2.166
C -0.131 1.801 1.422
C -1.224 2.139 0.639
C -2.367 1.335 0.601
C -2.430 0.174 1.339
C -3.391 1.934 -0.314
C -2.733 3.246 -0.774
N -1.396 3.258 -0.185
C -0.463 4.208 -0.426
O 0.654 4.169 0.071
C -0.893 5.332 -1.350
C 0.157 6.446 -1.447
C 1.315 6.069 -2.373
O 1.456 6.566 -3.456
O 2.152 5.155 -1.900
C 0.490 -2.760 0.888
C 1.526 -3.379 0.208
H 4.669 -6.642 -1.198
H 5.416 -5.348 -2.150
H 3.973 -6.180 -2.752
H 3.390 -3.935 -1.834
H 4.093 -4.404 -0.262
H 0.211 -6.467 -0.079
H -1.629 -5.373 1.152
H -2.469 -3.425 2.161
H 0.613 0.322 2.798
H 0.745 2.425 1.453
H -3.298 -0.464 1.336
H -4.332 2.112 0.206
H -3.595 1.269 -1.155
H -2.662 3.301 -1.863
H -3.299 4.115 -0.423
H -1.828 5.756 -0.975
H -1.091 4.925 -2.345
H -0.308 7.344 -1.854
H 0.551 6.667 -0.452
H 1.840 4.793 -1.036
H 0.575 -1.721 1.157
H 2.400 -2.798 -0.039
*
```


(c)
Here is one molecule with the formula C20H22N2O6S from the OMol25 dataset. Energies are from ωB97M-V/def2-TZVPD.

Molar mass (g mol⁻¹): 418.47
Frontier orbital gap (eV): 8.316
Structure (SMILES): COCCOC(=O)C1=C(C)N=C2SCCC(=O)N2[C@H]1c1ccc(C(=O)OC)cc1

Geometry as ORCA input:
```
! RIJCOSX wB97M-V def2-TZVPD def2/J DEFGRID3
* xyz 0 1
C 3.880 4.851 0.852
O 3.833 3.458 1.053
C 2.540 2.914 1.083
C 1.857 2.886 -0.289
O 0.684 2.093 -0.170
C -0.290 2.310 -1.082
O -0.200 3.143 -1.955
C -1.422 1.414 -0.865
C -2.505 1.376 -1.683
C -2.741 2.285 -2.837
N -3.469 0.413 -1.511
C -3.511 -0.285 -0.441
S -4.749 -1.509 -0.403
C -4.496 -2.165 1.282
C -4.242 -1.012 2.233
C -2.891 -0.393 1.945
O -2.076 -0.154 2.804
N -2.642 -0.119 0.621
C -1.322 0.454 0.294
C -0.339 -0.665 0.017
C 0.638 -0.982 0.952
C 1.528 -2.011 0.713
C 1.441 -2.743 -0.468
C 2.367 -3.861 -0.772
O 2.302 -4.549 -1.762
O 3.296 -4.035 0.180
C 4.220 -5.088 -0.045
C 0.457 -2.430 -1.403
C -0.426 -1.397 -1.162
H 3.246 5.376 1.576
H 3.573 5.131 -0.160
H 4.918 5.143 1.004
H 1.903 3.458 1.797
H 2.660 1.885 1.431
H 1.577 3.888 -0.632
H 2.527 2.436 -1.030
H -1.899 2.244 -3.525
H -3.656 1.990 -3.342
H -2.817 3.315 -2.496
H -5.410 -2.702 1.531
H -3.659 -2.864 1.265
H -4.235 -1.355 3.269
H -5.023 -0.254 2.124
H -0.995 0.993 1.191
H 0.693 -0.418 1.871
H 2.290 -2.255 1.436
H 4.893 -5.091 0.809
H 4.774 -4.916 -0.970
H 3.696 -6.043 -0.124
H 0.403 -3.008 -2.313
H -1.183 -1.154 -1.895
*
```


Ordering by calculated energy gives the sequence (b), (c), (a), with the first entry being the most stable.


(a)
Here is one molecule with the formula C5H11N from the OMol25 dataset. Energies are from ωB97M-V/def2-TZVPD.

Molar mass (g mol⁻¹): 85.15
Frontier orbital gap (eV): 8.591
Structure (SMILES): C/C=C/NCC

Geometry as ORCA input:
```
! RIJCOSX wB97M-V def2-TZVPD def2/J DEFGRID3
* xyz 0 1
C 0.889 -0.938 2.600
C 0.339 -1.118 1.224
C 0.665 -0.392 0.112
N -0.017 -0.599 -1.072
C -0.241 0.510 -1.937
C -1.149 1.562 -1.294
H 0.666 0.177 2.714
H 0.583 -1.548 3.385
H 1.985 -1.067 2.537
H -0.587 -1.810 1.166
H 1.482 0.296 0.230
H -0.415 -1.548 -1.102
H -0.756 0.129 -2.832
H 0.730 0.950 -2.285
H -1.521 2.281 -1.981
H -0.716 2.107 -0.564
H -1.940 1.008 -0.900
*
```


(b)
Here is one molecule with the formula C5H11N from the OMol25 dataset. Energies are from ωB97M-V/def2-TZVPD.

Molar mass (g mol⁻¹): 85.15
Frontier orbital gap (eV): 10.565
Structure (SMILES): C=NCCCC

Geometry as ORCA input:
```
! RIJCOSX wB97M-V def2-TZVPD def2/J DEFGRID3
* xyz 0 1
C -0.268 2.165 -1.435
N 0.647 1.589 -0.611
C 0.001 1.036 0.579
C -0.756 -0.249 0.148
C 0.208 -1.483 0.043
C 0.350 -2.552 1.102
H -0.015 2.326 -2.476
H -1.239 2.527 -1.034
H 0.938 0.832 1.243
H -0.603 1.731 1.095
H -1.275 0.081 -0.820
H -1.548 -0.454 0.823
H 1.155 -1.076 -0.407
H -0.359 -2.103 -0.773
H 0.898 -3.411 0.732
H 0.945 -2.120 1.882
H -0.637 -2.964 1.391
*
```


(c)
Here is one molecule with the formula C5H11N from the OMol25 dataset. Energies are from ωB97M-V/def2-TZVPD.

Molar mass (g mol⁻¹): 85.15
Frontier orbital gap (eV): 10.276
Structure (SMILES): CC[C@H]1CN1C

Geometry as ORCA input:
```
! RIJCOSX wB97M-V def2-TZVPD def2/J DEFGRID3
* xyz 0 1
C 2.406 -0.360 0.317
C 1.238 -0.460 -0.675
C -0.112 -0.293 -0.004
C -0.498 1.049 0.490
N -1.194 0.462 -0.644
C -2.540 0.031 -0.271
H 2.438 0.621 0.807
H 2.348 -1.118 1.108
H 3.364 -0.499 -0.198
H 1.342 0.322 -1.436
H 1.288 -1.424 -1.196
H -0.468 -1.164 0.547
H 0.150 1.887 0.238
H -1.046 1.153 1.426
H -3.026 -0.502 -1.094
H -3.140 0.917 -0.035
H -2.552 -0.620 0.621
*
```


Ordering by calculated energy gives the sequence (c), (a), (b), with the first entry being the most stable.


(a)
Here is one molecule with the formula C5H11N from the OMol25 dataset. Energies are from ωB97M-V/def2-TZVPD.

Molar mass (g mol⁻¹): 85.15
Frontier orbital gap (eV): 8.499

Geometry as ORCA input:
```
! RIJCOSX wB97M-V def2-TZVPD def2/J DEFGRID3
* xyz 0 1
C 2.494 -0.415 0.667
C 1.253 -0.563 -0.220
C 0.083 -0.296 0.752
C -0.394 1.067 0.453
N -1.245 0.080 -0.212
C -2.619 -0.047 0.233
H 2.495 0.566 1.158
H 2.469 -1.173 1.455
H 3.429 -0.514 0.105
H 1.343 0.152 -1.069
H 1.252 -1.569 -0.664
H -0.943 -0.474 -0.983
H 0.122 1.770 -0.207
H -0.989 1.566 1.221
H -3.173 -0.732 -0.414
H -3.112 0.933 0.195
H -2.614 -0.419 1.259
*
```


(b)
Here is one molecule with the formula C5H11N from the OMol25 dataset. Energies are from ωB97M-V/def2-TZVPD.

Molar mass (g mol⁻¹): 85.15
Frontier orbital gap (eV): 10.205
Structure (SMILES): C[C@@H]1CCCN1

Geometry as ORCA input:
```
! RIJCOSX wB97M-V def2-TZVPD def2/J DEFGRID3
* xyz 0 1
C -0.008 0.670 2.091
C -0.349 0.475 0.621
C -0.502 -1.052 0.266
C -0.403 -1.062 -1.271
C 0.547 0.125 -1.578
N 0.761 0.816 -0.268
H 0.913 0.115 2.259
H -0.802 0.453 2.807
H 0.168 1.741 2.237
H -1.287 0.991 0.361
H 0.390 -1.454 0.740
H -1.448 -1.387 0.654
H -0.031 -2.066 -1.494
H -1.397 -0.926 -1.695
H 0.250 0.742 -2.429
H 1.508 -0.338 -1.807
H 0.695 1.763 -0.622
*
```


Ordering by calculated energy gives the sequence (b), (a), with the first entry being the most stable.


(a)
Here is a 2-piece molecular cluster, C4H14N3 overall from the OMol25 dataset. Energies are from ωB97M-V/def2-TZVPD.

Molar mass (g mol⁻¹): 104.18
Frontier orbital gap (eV): 9.334

Geometry as ORCA input:
```
! RIJCOSX wB97M-V def2-TZVPD def2/J DEFGRID3
* xyz 1 1
C 2.802 0.985 0.464
C -2.237 1.336 -0.519
C 2.281 -0.303 -0.160
C -2.884 0.241 0.190
N -2.324 -0.894 0.361
N 0.865 -0.426 0.163
N 0.167 -1.553 -0.376
H 2.197 1.828 0.140
H 2.770 0.930 1.549
H 3.829 1.157 0.158
H -2.163 2.198 0.146
H -1.250 1.065 -0.883
H -2.877 1.663 -1.341
H 2.368 -0.250 -1.249
H 2.870 -1.163 0.196
H -3.891 0.404 0.570
H -1.310 -1.155 0.010
H 0.757 -0.451 1.176
H 0.281 -1.525 -1.389
H 0.559 -2.450 -0.063
H -2.810 -1.635 0.857
*
```


(b)
Here is a 2-piece molecular cluster, C4H14N3 overall from the OMol25 dataset. Energies are from ωB97M-V/def2-TZVPD.

Molar mass (g mol⁻¹): 104.18
Frontier orbital gap (eV): 10.345

Geometry as ORCA input:
```
! RIJCOSX wB97M-V def2-TZVPD def2/J DEFGRID3
* xyz 1 1
C -1.257 2.526 -0.840
C 1.062 2.797 -1.130
N 0.118 2.037 -0.769
H -1.573 2.803 0.164
H -1.915 1.745 -1.217
H -1.364 3.399 -1.485
H 0.852 3.658 -1.767
H 2.084 2.602 -0.830
H 0.267 0.816 0.103
C 0.732 -3.082 1.073
N -0.528 -2.395 0.796
C -0.426 -1.240 -0.029
N 0.249 -0.143 0.733
H 0.538 -4.008 1.598
H 1.289 -3.271 0.145
H 1.376 -2.450 1.689
H -1.194 -3.061 0.430
H -1.437 -0.885 -0.231
H 0.112 -1.358 -0.978
H -0.206 -0.093 1.645
H 1.223 -0.396 0.898
*
```


Ordering by calculated energy gives the sequence (b), (a), with the first entry being the most stable.


(a)
Here is a 2-piece molecular cluster, C4H14N3 overall from the OMol25 dataset. Energies are from ωB97M-V/def2-TZVPD.

Molar mass (g mol⁻¹): 104.18
Frontier orbital gap (eV): 9.588

Geometry as ORCA input:
```
! RIJCOSX wB97M-V def2-TZVPD def2/J DEFGRID3
* xyz 1 1
C -2.167 0.230 -1.534
C -0.061 1.137 -2.061
N -0.711 0.104 -1.640
H -2.454 0.476 -0.477
H -2.670 -0.741 -1.759
H -2.519 1.056 -2.213
H -0.686 1.894 -2.597
H 1.002 1.367 -1.819
H -0.182 -0.694 -0.561
C 0.389 1.169 1.763
N 1.138 -0.079 2.036
C 1.373 -1.055 1.004
N 0.173 -1.482 0.230
H 0.284 1.775 2.661
H 0.819 1.827 1.009
H -0.670 0.902 1.402
H 2.020 0.173 2.482
H 1.775 -1.933 1.476
H 2.068 -0.735 0.288
H 0.402 -2.370 -0.233
H -0.593 -1.687 0.926
*
```


(b)
Here is a 2-piece molecular cluster, C4H14N3 overall from the OMol25 dataset. Energies are from ωB97M-V/def2-TZVPD.

Molar mass (g mol⁻¹): 104.18
Frontier orbital gap (eV): 10.620

Geometry as ORCA input:
```
! RIJCOSX wB97M-V def2-TZVPD def2/J DEFGRID3
* xyz 1 1
C 1.915 0.130 1.352
C 0.812 -0.683 -0.717
N 1.769 0.034 -0.045
N -0.191 -1.424 -0.072
N 1.071 -0.739 -2.070
H 2.347 0.582 -0.534
H -0.871 -0.973 0.529
H -0.495 -2.281 -0.526
H 1.957 -1.284 -2.442
H 0.201 -0.843 -2.583
H 2.897 0.483 1.514
H 1.815 -0.758 1.944
H 1.192 0.933 1.785
C -1.788 1.616 0.390
C -3.057 0.916 0.899
H -1.758 2.693 0.616
H -1.013 1.210 0.840
H -1.618 1.429 -0.654
H -3.505 -0.029 0.331
H -4.102 1.426 1.037
H -2.890 0.441 1.914
*
```


(c)
Here is a 2-piece molecular cluster, C4H14N3 overall from the OMol25 dataset. Energies are from ωB97M-V/def2-TZVPD.

Molar mass (g mol⁻¹): 104.18
Frontier orbital gap (eV): 7.116

Geometry as ORCA input:
```
! RIJCOSX wB97M-V def2-TZVPD def2/J DEFGRID3
* xyz 1 1
C -2.661 0.695 0.042
C -1.133 0.758 0.092
C -0.369 -0.379 0.637
C 2.224 0.447 0.479
N -0.485 -1.598 -0.248
N 2.287 1.446 -0.440
N 2.605 -0.812 0.062
H -3.137 1.633 -0.024
H -2.982 -0.052 -0.627
H -2.860 0.240 1.006
H -0.642 1.603 0.614
H -0.663 1.036 -0.834
H -0.497 -0.548 1.681
H 1.684 0.583 1.426
H -0.917 -1.596 -1.199
H -0.864 -2.391 0.304
H 2.267 2.426 -0.232
H 2.864 1.345 -1.212
H 3.168 -0.912 -0.824
H 2.701 -1.665 0.642
H 0.551 -1.918 -0.633
*
```


Ordering by calculated energy gives the sequence (b), (a), (c), with the first entry being the most stable.